82
Properties=species:S:1:pos:R:3:forces:R:3:mulliken_charge:R:1 method="wB97M-V/def2-TZVPD" e_tot_ev=-104530.1397 homo_ev=-11.75 orbital_gap_ev=7.64 charge=+1 multiplicity=1
S -3.70546 0.98263 0.39149 0.0 -0.1 -0.2 -0.227
S -3.04368 1.77209 -2.42634 -0.6 0.0 0.1 -0.167
P -0.56862 -4.31207 -3.81088 -0.4 -0.3 0.4 0.725
P -1.83371 0.80575 -6.08648 -0.5 0.3 0.0 0.235
P -1.81782 -2.52050 -3.79154 0.1 0.2 -0.7 0.293
O 5.43608 1.22040 3.39253 0.0 0.0 0.0 -0.339
O -0.67465 -4.79228 -5.32142 -0.3 -0.1 -0.1 -0.524
O 2.66833 6.97422 4.00548 0.0 0.0 0.0 -0.315
O -0.96105 -5.29808 -2.79992 0.1 0.1 -0.1 -0.602
O 0.59573 -0.35565 -4.67804 -0.3 0.0 0.0 -0.538
O 0.91508 -3.79344 -3.73400 0.3 0.2 0.0 -0.526
O 3.54076 6.05163 5.87120 0.0 0.0 0.0 -0.540
O -1.48283 -3.56928 0.76462 -0.1 0.5 0.4 -0.519
O -1.28774 0.88460 -4.48625 0.2 -0.4 -0.7 -0.161
O 1.91456 7.61804 5.92343 0.0 0.0 0.0 -0.318
O 3.28149 0.72713 2.92694 0.0 0.0 0.0 -0.567
O 4.98568 0.17103 1.55874 0.0 0.0 0.1 -0.331
N -3.35223 1.05543 -6.17453 0.4 -0.1 -0.2 -0.617
N -4.25010 -0.47117 -1.72587 -0.4 -0.2 -0.1 0.302
N -5.28513 -2.43556 -1.61093 0.0 0.1 0.1 -0.507
N -0.94267 -1.05896 -0.07266 0.1 0.3 -0.3 1.251
C -4.31060 -0.97087 -3.02289 -0.5 0.0 0.2 -0.679
C -1.35177 -1.92728 -1.01410 0.2 0.3 0.2 -0.817
C 0.16683 -6.11143 0.03251 0.1 0.3 -0.2 -1.479
C 1.93122 7.55157 7.35486 -0.1 0.1 0.1 -0.626
C -4.93889 -2.16495 -2.92199 -0.4 0.3 0.3 -0.630
C -1.28498 1.42558 1.57906 0.1 0.1 -0.1 -1.061
C 2.78177 6.81027 5.32581 0.0 0.0 0.0 0.811
C 5.01542 1.83672 4.61808 0.0 0.1 0.2 -0.456
C -2.26462 2.04394 0.57996 -0.2 0.4 0.7 -0.438
C -1.21090 -1.57681 -2.34870 0.2 0.0 0.0 1.765
C -0.34501 0.13785 -0.30247 0.1 -0.6 -0.5 -0.605
C 4.00284 -0.42762 0.72334 -0.1 -0.1 -0.2 -0.476
C -4.87214 -1.41880 -0.92027 0.0 -0.1 -0.4 -0.402
C -0.58832 -0.35738 -2.62969 0.1 0.0 0.5 0.625
C 0.57265 -4.64707 -0.10619 0.3 -0.2 0.1 0.310
C 3.56861 6.16690 3.24797 0.1 0.0 -0.2 -0.537
C -0.35218 0.04030 -4.05654 0.5 0.0 0.0 -0.850
C -3.68121 0.74064 -1.35201 0.1 0.3 0.0 0.501
C -1.97203 -3.18052 -0.48783 -0.2 -0.4 -0.1 -0.619
C -0.14121 0.49274 -1.61999 0.0 -0.3 0.3 -0.422
C -0.00175 0.95519 0.88661 -0.1 0.1 0.2 -1.038
C -0.07554 -3.75916 0.92651 0.2 -0.4 -0.1 -0.286
C 4.46104 0.71140 2.66382 0.0 0.0 -0.1 0.787
H 0.46177 -2.80949 0.99963 -0.1 0.2 -0.1 0.019
H 3.27630 0.32720 0.42097 -0.1 -0.1 -0.1 0.152
H 0.34476 1.42435 -1.85608 0.1 0.1 0.0 0.558
H 3.38873 5.11077 3.44345 0.0 0.0 0.0 0.171
H -1.03219 2.15118 2.34286 0.1 0.0 0.2 0.482
H -3.90624 -0.44540 -3.86456 0.0 0.3 -0.1 0.753
H -1.35030 -0.42760 -6.51974 0.3 -0.1 0.0 0.090
H -1.00749 1.77847 -6.63608 0.1 0.1 0.1 0.086
H -1.74066 0.57807 2.08270 -0.1 -0.1 0.2 0.493
H 0.42873 -4.28827 -1.12351 -0.2 0.1 0.0 -0.348
H 4.60197 6.41272 3.48312 0.0 0.0 0.1 0.300
H 1.17983 8.25890 7.68960 0.0 0.0 0.0 0.217
H -1.46642 -5.34034 -5.42553 0.1 -0.2 -0.3 0.373
H 2.90816 7.83560 7.73870 0.0 0.0 0.0 0.297
H 1.23989 -3.40342 -4.55889 0.1 0.0 0.1 0.347
H -5.17971 -2.85423 -3.70796 -0.1 -0.1 -0.1 0.531
H 4.51531 -0.82459 -0.14739 0.1 0.1 0.0 0.308
H -1.10554 -1.33762 0.89093 0.0 -0.2 0.0 0.533
H -3.03055 -2.95780 -0.33597 -0.1 -0.1 0.0 0.026
H 0.77288 -6.57876 0.80051 -0.1 -0.2 0.2 0.414
H -3.83374 0.25814 -6.57242 -0.3 0.0 0.1 0.271
H 4.34384 2.66879 4.42009 -0.1 0.0 0.0 0.152
H -1.91463 -3.97191 -1.23474 0.2 -0.1 -0.1 0.528
H -1.83206 2.20170 -0.40084 0.0 0.0 -0.1 0.206
H 0.33483 -6.63174 -0.90205 0.0 -0.2 -0.1 0.364
H 1.67875 6.54938 7.69383 0.0 0.0 0.0 0.297
H 0.01792 -4.23107 1.89904 -0.1 0.0 0.2 0.521
H 1.64420 -4.56943 0.07243 0.2 0.1 0.0 0.543
H 0.57886 1.81570 0.57419 0.2 0.1 -0.1 0.380
H -0.88416 -6.19794 0.28673 -0.2 -0.1 0.0 0.315
H 5.91517 2.20388 5.09918 0.1 0.0 -0.1 0.220
H 3.37216 6.38842 2.20329 -0.1 0.1 0.0 0.230
H -3.00620 -3.06885 -3.29597 0.5 -0.4 0.2 -0.112
H 0.59325 0.37152 1.58598 0.3 0.0 0.1 0.322
H 3.49774 -1.23695 1.24983 0.0 0.0 0.0 0.267
H -4.97310 -1.31176 0.14247 0.0 0.1 0.2 0.479
H 4.52810 1.11155 5.26533 -0.1 0.0 -0.1 0.299
H -2.60150 3.01364 0.92548 -0.1 0.1 0.0 0.528

=====

22
Properties=species:S:1:pos:R:3:forces:R:3:mulliken_charge:R:1 method="wB97M-V/def2-TZVPD" e_tot_ev=-15357.5420 relative_energy_kj_mol=444.0 homo_ev="-8.31 / -6.35" orbital_gap_ev="8.38 / 6.43" multiplicity=1
Si -0.16526 0.43046 -0.88551 0.1 0.9 1.7 -0.246
C -4.21699 -0.12133 0.63167 -2.6 -0.5 -2.4 -1.078
C 1.39446 3.08923 0.42599 0.4 -1.2 0.8 -1.029
C -3.01491 0.21153 -0.04978 2.6 -0.8 -0.7 1.088
C 0.87308 -0.83851 -0.04576 -0.3 -3.1 -3.3 0.532
C 2.27497 -0.69536 -0.55045 2.7 2.1 -1.5 -1.307
C 0.45863 -2.41600 -0.09818 -1.6 2.8 3.0 -1.244
C -1.89912 0.39137 -0.51447 -1.4 -0.2 0.2 -0.640
H 2.53450 -0.92203 -1.64804 -1.1 0.5 1.3 0.310
H -0.40300 -2.49121 0.66545 1.2 -0.3 -1.2 0.278
H -5.06102 0.20939 -0.12466 1.1 -1.0 1.7 0.263
H 0.16637 -2.92631 -0.98105 0.0 0.1 -1.1 0.363
H -4.36377 -1.18481 0.99637 0.4 1.3 -0.7 0.270
H 0.31979 1.07303 -2.02918 0.3 0.3 -1.5 -0.056
H -4.24634 0.56172 1.41546 -0.6 1.0 1.8 0.309
H 2.57329 0.41595 -0.36617 -0.2 -1.8 -0.5 0.175
H 1.00777 3.81978 -0.22953 0.0 0.5 -0.9 0.327
H 3.05889 -1.30006 -0.06925 -0.6 0.0 0.5 0.389
H 1.32075 -2.83635 0.35351 0.7 -1.0 0.3 0.391
H 2.45501 2.83690 0.48511 -0.3 0.1 -0.7 0.299
H 0.91011 -0.55413 0.93946 -0.2 0.4 2.6 0.312
H 1.00337 3.16759 1.41813 -0.5 -0.1 0.5 0.295

=====

23
Properties=species:S:1:pos:R:3:forces:R:3:mulliken_charge:R:1 method="wB97M-V/def2-TZVPD" e_tot_ev=-13031.9651 relative_energy_kj_mol=296.5 homo_ev=-9.83 smiles="C=NCC.O.O.O.O" orbital_gap_ev=10.48 multiplicity=1
O 3.68686 -0.46152 0.35471 4.4 -0.1 -4.1 -0.649
O -3.24038 4.91982 -3.82843 0.3 -4.7 0.5 -0.599
O 1.32329 -3.75714 -1.25453 -1.0 -1.7 -1.5 -0.641
O -1.51816 -3.03850 1.51247 2.6 -0.1 -1.4 -0.584
N 0.98858 0.89382 0.86966 -2.5 1.3 -1.6 -0.378
C 0.06647 -0.01679 1.57300 -0.5 1.1 3.8 -0.018
C 0.53540 1.60056 -0.14238 2.4 -2.1 2.1 -0.319
C -1.42518 0.32880 1.68484 -0.2 1.6 -0.3 -0.971
H -0.39734 1.66899 -0.68477 -0.7 -0.3 0.6 0.236
H 1.63480 -3.06119 -0.72614 0.7 1.7 0.8 0.329
H -0.85467 -3.72178 1.22241 -0.7 1.2 0.2 0.300
H 0.10948 -0.91640 1.04495 0.4 -1.8 -0.5 0.201
H -2.15265 -3.58264 1.90427 -1.9 -1.1 1.1 0.282
H 1.36446 2.03735 -0.64297 0.4 1.0 -0.6 0.250
H 1.13162 -3.42870 -2.15034 0.2 0.1 0.8 0.314
H -1.64256 1.06690 2.50115 0.3 -0.5 -0.7 0.249
H -1.68958 0.79775 0.73303 -0.5 0.1 0.1 0.276
H -3.75366 5.30757 -3.18610 -1.8 1.4 2.2 0.304
H -2.11627 -0.50323 1.81568 0.5 -0.3 0.0 0.269
H -2.94270 5.55210 -4.38349 1.4 3.2 -2.7 0.295
H 3.02117 -0.44184 0.96005 -3.0 1.5 2.1 0.335
H 3.91841 0.34326 -0.19891 -1.4 -1.4 1.9 0.311
H 0.37637 -0.15156 2.73713 0.1 0.0 -3.0 0.206

=====

12
Properties=species:S:1:pos:R:3:forces:R:3:mulliken_charge:R:1 method="wB97M-V/def2-TZVPD" e_tot_ev=-9346.0297 relative_energy_kj_mol=510.1 homo_ev=-9.70 smiles="CC=C1OO1.O" orbital_gap_ev=10.42 multiplicity=1
O -1.59610 -1.06643 -0.57570 -0.8 -0.5 -2.2 -0.263
O -1.17030 -0.87061 0.78649 0.7 0.2 2.3 -0.323
O -2.77398 1.42057 0.06928 -0.2 0.4 -0.2 -0.622
C 0.84078 -0.44094 -0.69953 0.2 0.1 0.0 -0.284
C -0.35776 -0.69921 -0.26150 -0.1 -0.2 -0.2 0.643
C 2.01349 -0.16723 0.18698 0.0 -0.1 0.0 -1.040
H 1.69659 0.06258 1.19961 0.1 0.1 0.1 0.324
H 2.59518 0.66203 -0.20888 0.1 0.1 0.1 0.309
H -1.97213 1.87988 0.33868 -0.1 -0.2 0.1 0.303
H 0.99460 -0.45844 -1.76702 -0.1 -0.1 -0.1 0.358
H 2.65854 -1.04667 0.21865 0.1 0.1 0.1 0.280
H -2.92891 0.72448 0.71292 0.2 0.1 0.1 0.314